(1)
Formula: C17H14BrN3O3
Source: the OMol25 dataset
Level of theory: the ωB97M-V functional and the def2-TZVPD basis

Output
HOMO energy ... -8.7 eV
SMILES string ... O=[N+]([O-])c1cc(Br)ccc1C[C@H](O)c1ccc(-n2cccn2)cc1
Energy relative to the best compared isomer or geometry (same formula, charge and spin) ... 81.44 kcal/mol
Gap between HOMO and LUMO ... 7.59 eV

The geometry in XYZ format:
```
38
Properties=species:S:1:pos:R:3:forces:R:3:mulliken_charge:R:1
O 1.751 -4.221 1.668 -0.1 0.9 0.1 -0.605
O 3.335 -3.140 0.694 -1.4 0.7 0.9 -0.574
Br -1.098 -1.035 4.912 0.9 -0.1 -0.7 -0.187
N -3.154 2.936 -1.004 0.6 -1.2 -0.5 -0.983
O 3.262 -0.237 -2.233 0.4 0.3 -0.2 -0.575
C -4.432 3.084 -1.272 -0.7 -1.7 -0.1 -0.196
C -5.020 1.836 -1.707 -1.1 1.0 -0.2 -0.684
C -4.017 0.937 -1.772 1.3 0.1 0.8 -0.084
C 0.642 0.362 3.128 1.1 -0.2 -0.6 -0.620
C -1.399 -0.361 -1.123 0.5 0.3 0.3 -0.603
C -0.476 1.798 -1.561 1.2 0.1 -0.2 -0.423
C 0.874 -2.046 2.995 0.2 1.1 -0.2 -0.439
C 1.613 0.481 2.093 -1.3 -0.7 0.8 -0.703
C -0.119 -0.931 -1.101 -0.3 0.4 0.2 -0.616
C 0.801 1.224 -1.603 0.1 0.5 0.1 -0.503
C 0.309 -0.896 3.563 -0.5 -0.5 0.0 -0.104
C -1.578 1.022 -1.290 -0.1 -0.4 -0.2 0.621
C 1.798 -1.954 1.945 -1.0 3.4 0.3 -0.029
C 2.135 -0.630 1.415 -0.1 -0.6 0.3 1.130
C 1.000 -0.127 -1.321 0.3 -0.3 0.0 0.370
N -2.875 1.606 -1.305 -1.4 -0.3 -0.5 0.647
N 2.307 -3.161 1.399 1.8 -2.3 -1.2 1.013
C 2.993 -0.300 0.189 1.3 -0.4 0.3 -1.408
C 2.423 -0.687 -1.186 -1.0 -0.4 0.0 -0.310
H 3.046 -0.717 -3.056 0.0 0.3 0.8 0.369
H -5.012 3.984 -1.111 0.6 0.1 0.1 0.416
H -6.082 1.647 -1.921 0.8 0.2 0.0 0.346
H -4.031 -0.129 -2.067 0.2 1.0 0.3 0.304
H 0.162 1.206 3.605 0.2 0.2 -0.2 0.444
H -2.228 -1.014 -0.965 -0.5 -0.2 0.2 0.373
H -0.582 2.848 -1.783 -0.2 0.1 0.1 0.490
H 0.556 -2.972 3.386 0.0 -1.0 0.1 0.592
H 1.865 1.492 1.803 0.1 -0.1 -0.3 0.317
H -0.016 -1.994 -0.836 0.0 0.5 -0.3 0.349
H 1.662 1.871 -1.848 -0.5 -0.5 0.2 0.391
H 3.172 0.781 0.208 -0.1 -0.2 -0.1 0.456
H 3.991 -0.785 0.311 -0.7 0.3 -0.2 0.481
H 2.423 -1.775 -1.248 -0.4 -0.2 0.2 0.535
```
Positions in Å, forces in eV/Å.



(2)
Formula: C29H44B2Cl4CsF7LiN4NaO11S
Source: the OMol25 dataset
Level of theory: the ωB97M-V functional and the def2-TZVPD basis

Output
HOMO energy ... -6.5 eV
Gap between HOMO and LUMO ... 2.14 eV

The geometry in XYZ format:
```
105
Properties=species:S:1:pos:R:3:forces:R:3:mulliken_charge:R:1
C 5.617 -3.490 1.028 -0.5 0.3 0.1 -1.676
C 5.796 -1.997 1.276 0.5 -0.2 0.1 0.973
C 6.574 -1.302 0.156 -0.5 0.1 -0.2 -1.040
C 5.728 -0.442 -0.790 0.4 0.0 0.0 0.199
C 5.463 0.988 -0.285 -0.2 -0.3 -0.3 -0.219
C 4.011 1.382 -0.033 0.1 0.1 0.3 -0.669
C 3.165 0.397 0.746 -0.2 0.0 0.3 0.783
C 1.723 0.871 0.873 0.0 0.2 -0.1 -1.532
C 0.790 0.466 -0.273 0.0 0.3 0.9 -1.106
C 0.062 -0.856 -0.023 -0.7 -0.1 -1.2 0.985
C -1.401 -0.596 0.290 3.0 -1.9 -0.5 1.270
O -1.772 0.212 1.073 1.6 0.8 1.8 -1.018
N -2.274 -1.561 -0.487 2.2 -1.4 -0.4 -1.696
C -1.253 -2.602 -0.829 0.2 1.2 -0.4 -1.138
C -0.079 -1.747 -1.272 0.8 -0.5 1.3 -0.485
B 1.147 -2.587 -1.853 0.2 -0.4 -0.1 0.197
N 0.935 -3.334 -3.031 -0.6 1.2 0.5 -0.639
O 2.399 -2.592 -1.247 0.0 0.6 0.0 -0.325
H 6.506 -4.052 1.289 0.2 -0.1 -0.2 0.434
H 5.327 -3.666 -0.004 0.1 -0.2 -0.2 0.363
H 4.799 -3.852 1.643 -0.1 -0.2 0.2 0.368
H 4.819 -1.562 1.439 -0.1 0.3 0.0 -0.506
H 6.345 -1.871 2.204 -0.1 0.0 0.3 0.057
H 7.058 -2.063 -0.450 0.3 -0.2 0.0 0.477
H 7.350 -0.662 0.567 0.3 0.1 0.1 0.398
H 6.284 -0.365 -1.719 0.0 0.0 -0.3 0.454
H 4.814 -0.972 -1.039 -0.2 -0.1 0.0 -0.525
H 5.837 1.668 -1.043 0.2 0.3 0.0 0.286
H 6.065 1.147 0.607 0.0 0.1 0.3 -0.222
H 4.028 2.294 0.562 0.0 0.3 0.0 0.200
H 3.522 1.660 -0.965 -0.1 -0.1 -0.3 0.493
H 3.189 -0.602 0.323 0.0 -0.2 -0.1 0.231
H 3.563 0.309 1.753 0.2 -0.1 0.1 -0.260
H 1.731 1.956 0.943 0.0 0.2 0.1 0.512
H 1.306 0.526 1.815 -0.2 -0.1 0.2 0.551
H 0.038 1.248 -0.350 -0.1 0.2 -0.2 0.518
H 1.309 0.436 -1.226 0.2 -0.1 -0.2 0.553
H 0.407 -1.382 0.867 0.6 -0.2 -0.1 0.375
H -2.432 -1.067 -1.376 0.2 -0.7 -0.1 0.645
H -1.558 -3.301 -1.593 -0.5 -0.2 0.1 0.555
H -1.013 -3.053 0.126 0.1 -0.7 -0.1 0.422
H -0.412 -1.062 -2.056 -0.1 -0.1 -0.4 0.205
H 0.012 -3.109 -3.389 0.0 -0.4 -0.4 0.195
H 1.593 -2.980 -3.742 0.3 -0.9 -0.8 0.329
H 2.911 -1.846 -1.583 0.3 -0.2 0.2 0.181
Cs -3.849 0.142 0.033 -7.8 3.7 -0.1 0.971
C 2.460 2.448 4.701 -0.6 0.3 0.3 -0.870
O 3.504 2.098 3.759 -0.1 0.4 0.0 -0.036
C 4.703 2.451 4.049 0.1 -0.8 0.0 0.966
O 5.111 2.993 5.076 -0.1 0.0 0.3 -0.851
O 5.555 2.103 3.048 -0.6 0.7 0.5 0.152
C 6.816 2.600 3.401 0.7 0.1 -0.5 -0.760
H 1.548 2.043 4.279 0.0 -0.1 -0.1 0.265
H 2.630 2.007 5.676 0.2 0.0 -0.2 0.391
H 2.366 3.528 4.785 0.2 0.1 -0.2 0.341
H 7.006 2.163 4.372 0.9 -0.4 -0.6 -0.187
H 6.803 3.689 3.462 0.1 0.0 0.0 0.410
H 7.583 2.286 2.701 -0.2 -0.3 -0.2 0.286
N -8.096 -3.247 1.929 0.0 -0.2 0.0 -0.466
C -7.449 -4.140 1.187 0.1 0.1 -0.1 -0.193
C -7.539 -5.511 1.376 0.0 -0.1 0.0 -0.588
C -8.345 -5.961 2.407 -0.2 0.1 -0.1 0.087
C -9.026 -5.053 3.198 -0.1 -0.1 0.0 -0.553
C -8.865 -3.703 2.912 -0.1 0.2 0.1 -0.226
H -6.822 -3.738 0.401 0.0 0.0 0.0 0.392
H -6.987 -6.191 0.741 0.0 0.0 0.0 0.338
H -8.432 -7.028 2.603 0.4 0.1 0.3 0.531
H -9.660 -5.366 4.016 0.0 0.0 0.0 0.342
H -9.375 -2.950 3.500 0.0 0.0 0.0 0.370
C 5.811 -0.933 5.750 0.0 -0.2 0.2 0.519
F 6.234 -0.028 4.823 0.3 0.2 -0.1 -0.245
F 6.486 -2.060 5.539 0.0 0.1 0.0 -0.231
F 6.220 -0.439 6.946 0.1 0.1 -0.1 -0.293
S 3.985 -1.119 5.657 0.4 -0.1 0.1 1.077
O 3.806 -1.581 4.306 -0.2 0.1 -0.2 -0.576
O 3.594 0.254 5.912 0.0 -0.2 0.1 -0.686
O 3.725 -2.060 6.709 -0.2 -0.1 0.1 -0.663
Li 6.979 2.624 5.927 -1.2 0.1 0.4 0.952
C 1.753 -2.164 -6.456 0.0 0.2 -0.1 0.672
O 2.200 -1.675 -7.501 -0.1 0.0 0.0 -0.735
O 0.340 -2.379 -6.467 0.2 0.1 0.1 -0.498
O 2.318 -2.487 -5.402 0.0 0.0 0.5 -0.795
H 0.135 -2.063 -7.354 -0.2 0.0 0.0 0.281
C -3.664 2.279 -5.419 0.0 0.0 0.0 0.229
Cl -2.929 2.451 -7.006 0.0 0.0 0.0 -0.081
Cl -2.599 1.316 -4.387 0.1 -0.1 0.1 0.014
Cl -3.908 3.869 -4.698 0.1 0.0 0.1 -0.081
Cl -5.227 1.466 -5.572 -0.1 0.0 0.0 -0.107
B -4.118 3.674 4.295 0.0 0.0 0.1 0.620
F -3.862 2.483 5.004 0.0 -0.1 0.0 -0.416
F -2.977 4.489 4.303 0.1 0.0 0.0 -0.404
F -4.436 3.333 2.955 -0.1 -0.2 -0.4 -0.413
F -5.203 4.348 4.869 -0.1 0.0 0.0 -0.393
N -7.995 6.112 -5.491 0.0 0.0 0.0 -0.548
C -6.957 5.410 -5.937 0.0 0.0 0.1 0.029
C -6.818 4.991 -7.252 0.0 0.0 0.0 -0.049
C -7.815 5.318 -8.156 0.0 0.0 0.0 -0.447
C -8.904 6.049 -7.707 0.0 0.0 0.0 -0.281
C -8.944 6.420 -6.371 -0.1 0.0 0.0 -0.257
H -6.200 5.172 -5.201 0.0 0.0 0.0 0.138
H -5.948 4.424 -7.556 0.0 0.0 0.0 0.340
H -7.745 5.011 -9.191 0.0 0.0 0.0 0.372
H -9.706 6.327 -8.377 0.0 0.0 0.0 0.359
H -9.777 6.995 -5.982 0.0 0.0 0.0 0.364
Na -9.647 -8.540 2.034 -0.2 -0.1 -0.2 0.970
```
Positions in Å, forces in eV/Å.



(3)
Formula: C20H63BO10Pd
Source: the OMol25 dataset
Level of theory: the ωB97M-V functional and the def2-TZVPD basis

Output
HOMO energy (spin up / spin down) ... -9.6 / -9.6 eV
Multiplicity ... 3
Gap between HOMO and LUMO (spin up / spin down) ... 8.77 / 6.81 eV

The geometry in XYZ format:
```
95
Properties=species:S:1:pos:R:3:forces:R:3:lowdin_spin:R:1
Pd 1.808 3.046 -2.343 -0.8 -1.7 0.3 1.320
B -0.304 3.123 -3.130 0.4 0.3 -0.9 0.086
H -0.025 3.766 -2.310 0.9 3.2 3.8 0.016
H 0.082 3.529 -4.052 1.3 1.5 -3.5 0.011
H 0.028 2.107 -2.985 1.1 -4.2 0.6 0.041
H -1.383 3.133 -3.138 -3.5 0.3 -0.1 0.030
C 0.305 -0.248 0.507 0.2 0.8 0.5 0.014
C 0.693 1.244 0.251 0.5 -0.1 0.0 0.028
O 1.521 1.408 -0.879 0.7 -0.2 -1.0 0.368
H -0.407 -0.293 1.331 -0.5 0.2 -0.2 0.001
H 1.121 -0.822 0.945 0.5 0.1 -0.5 0.000
H -0.091 -0.773 -0.363 -0.1 0.2 0.0 0.000
H 1.303 1.628 1.069 -0.3 -0.1 0.7 0.002
H -0.162 1.915 0.171 -0.4 -0.2 -0.1 0.011
C -2.435 -3.238 -0.047 0.9 0.4 -1.2 0.000
C -2.712 -3.989 1.190 -1.0 1.1 0.7 0.000
O -2.523 -5.347 0.998 0.0 -0.8 0.2 0.000
H -1.439 -3.455 -0.432 0.2 0.1 0.2 0.000
H -2.484 -2.169 0.159 -0.1 0.1 -0.2 0.000
H -3.082 -3.500 -0.884 -0.4 0.1 0.3 0.000
H -3.728 -3.720 1.477 -0.7 -0.5 0.0 0.000
H -2.178 -3.585 2.050 0.8 -0.1 0.0 0.000
H -2.765 -5.762 1.829 0.1 -0.4 -0.1 0.000
C 0.788 -3.771 1.191 0.7 -0.2 -0.3 0.000
C 1.876 -3.599 2.232 -0.4 -1.0 -0.1 0.000
O 1.319 -3.937 3.482 0.0 0.4 0.9 0.000
H 1.229 -3.619 0.206 -0.3 0.3 -0.3 0.000
H -0.033 -3.087 1.406 0.1 0.2 -0.3 0.000
H 0.391 -4.786 1.205 0.0 0.0 0.1 0.000
H 2.314 -2.601 2.200 0.0 0.2 0.1 0.000
H 2.678 -4.331 2.136 0.1 0.1 -0.4 0.000
H 0.609 -3.313 3.652 -0.2 0.0 0.2 0.000
C -2.262 3.887 0.575 0.4 -0.6 0.4 0.001
C -1.350 4.636 1.553 -0.6 -1.4 -0.7 0.000
O -1.525 5.977 1.303 0.0 2.1 0.3 0.000
H -3.296 4.174 0.766 0.0 0.1 -0.2 0.000
H -2.192 2.804 0.675 0.0 -0.1 0.1 0.000
H -1.981 4.103 -0.455 -0.1 0.2 -0.1 0.000
H -0.300 4.375 1.422 0.2 -0.4 0.1 0.000
H -1.649 4.424 2.580 0.1 0.1 0.1 0.000
H -1.205 6.162 0.417 -0.1 0.1 -0.1 0.000
C 2.340 0.282 -6.138 0.3 0.3 1.5 0.004
C 3.057 1.181 -5.100 0.4 0.9 -1.3 0.007
O 2.260 1.510 -3.954 0.6 0.0 -0.5 0.052
H 2.101 -0.647 -5.620 -0.4 -0.1 -0.3 0.000
H 3.003 0.023 -6.964 0.0 0.3 0.0 0.001
H 1.444 0.804 -6.474 0.0 -0.3 -0.1 0.000
H 3.264 2.127 -5.599 0.2 0.1 0.1 0.000
H 4.013 0.764 -4.781 0.0 -0.2 0.1 0.000
H 2.066 0.647 -3.581 -0.9 -0.7 0.8 0.000
C 0.943 1.099 4.201 -0.8 0.2 -0.1 0.000
C -0.324 1.456 4.979 -0.3 0.5 0.2 0.000
O -0.255 2.825 5.455 0.8 -0.4 -0.3 0.000
H 1.798 1.090 4.876 0.1 0.3 -0.3 0.000
H 1.015 1.760 3.337 0.5 0.4 0.3 0.000
H 0.880 0.120 3.726 -0.3 -0.3 0.4 0.000
H -0.417 0.780 5.829 -0.1 -0.1 0.1 0.000
H -1.229 1.386 4.375 0.1 -0.4 -0.2 0.000
H -1.088 3.105 5.843 -0.1 -0.3 -0.1 0.000
C -3.583 0.761 2.108 -0.6 -0.5 0.4 0.000
C -3.809 -0.674 2.617 -0.1 1.1 -1.1 0.000
O -3.267 -0.765 3.903 -0.1 -0.3 0.7 0.000
H -4.199 0.930 1.224 0.6 -0.1 -0.5 0.000
H -2.520 0.983 2.015 -0.1 0.0 -0.5 0.000
H -3.988 1.509 2.790 0.0 -0.2 0.5 0.000
H -3.350 -1.417 1.965 0.3 0.1 -0.2 0.000
H -4.874 -0.894 2.558 -0.3 0.0 0.4 0.000
H -3.653 -1.545 4.309 0.2 -0.1 0.3 0.000
C 2.394 -2.747 -3.382 1.1 1.0 0.0 0.000
C 2.458 -1.527 -2.416 -0.4 -2.0 -0.6 0.000
O 1.325 -0.744 -2.693 -0.2 0.2 -0.4 0.000
H 1.536 -3.393 -3.199 0.0 0.2 0.1 0.000
H 3.320 -3.321 -3.347 0.0 -0.2 0.4 0.000
H 2.396 -2.387 -4.411 -0.4 0.0 -0.1 0.000
H 3.356 -0.915 -2.499 0.4 -0.2 -0.1 0.000
H 2.385 -1.929 -1.406 0.2 0.1 0.3 0.000
H 1.265 -0.154 -1.937 -0.4 0.9 0.4 -0.001
C 4.510 -0.734 0.767 0.0 0.4 0.4 0.000
C 4.400 0.656 1.425 -0.1 -1.6 0.0 0.000
O 4.130 1.561 0.406 0.5 1.4 -0.2 0.002
H 3.553 -1.026 0.335 -0.1 0.1 -0.1 0.000
H 4.806 -1.535 1.445 0.2 0.1 0.0 0.000
H 5.230 -0.591 -0.039 0.1 -0.4 0.0 0.000
H 5.338 0.900 1.923 0.1 0.3 -0.3 0.000
H 3.647 0.665 2.213 -0.3 0.0 0.1 0.000
H 3.239 1.471 0.060 -0.5 -0.3 -0.1 0.000
C -3.791 -0.540 -2.226 0.2 -0.1 -0.8 0.000
C -2.506 0.253 -1.888 -1.5 -1.6 0.2 0.000
O -2.805 1.585 -2.114 0.0 0.6 0.1 0.001
H -3.667 -1.618 -2.327 0.2 -0.1 0.5 0.000
H -4.132 -0.267 -3.224 0.1 0.4 -0.1 0.000
H -4.641 -0.318 -1.580 0.3 0.0 0.3 0.000
H -1.662 -0.104 -2.477 0.1 0.0 -0.2 0.000
H -2.266 0.069 -0.840 0.2 0.0 0.3 0.000
H -1.996 1.996 -2.427 0.0 0.4 0.0 0.002
```
Positions in Å, forces in eV/Å.



(4)
Formula: C35H38FN3O3PbSi
Source: the OMol25 dataset
Level of theory: the ωB97M-V functional and the def2-TZVPD basis

Output
HOMO energy ... -10.9 eV
Energy relative to the best compared isomer or geometry (same formula, charge and spin) ... 0.00 kcal/mol
Gap between HOMO and LUMO ... 6.23 eV
Total charge ... +2

The geometry in XYZ format:
```
82
Properties=species:S:1:pos:R:3:forces:R:3:mulliken_charge:R:1
C 0.305 -2.064 -2.706 0.1 0.5 -0.2 -1.069
C 1.592 -2.006 -3.313 0.3 0.2 0.6 -0.156
C 2.569 -2.011 -2.279 -0.6 -0.1 -0.1 -0.808
H 1.805 -2.009 -4.383 -0.1 0.0 0.4 0.575
C 1.891 -2.093 -1.028 -0.2 0.3 -0.6 -0.508
C 0.485 -2.126 -1.293 0.3 0.6 0.0 -0.404
H -0.300 -2.259 -0.544 0.3 0.1 -0.4 0.482
H -0.654 -2.124 -3.237 0.5 0.0 0.3 0.380
H 3.644 -1.991 -2.432 -0.2 0.0 0.1 0.491
H 2.350 -2.180 -0.047 0.0 0.0 -0.2 0.428
Pb 1.190 0.678 -1.553 0.0 -2.2 -0.7 1.448
C 3.079 4.197 -5.170 0.1 1.2 0.2 -0.668
H 3.509 3.960 -4.179 -0.4 -0.3 -0.5 0.261
H 3.908 4.203 -5.877 -0.3 -0.3 -0.2 0.356
H 2.250 3.557 -5.669 0.9 1.5 -0.6 0.290
Si 1.956 2.419 -4.570 -0.7 -3.2 1.3 -0.799
C 0.391 2.028 -5.462 -0.1 0.7 -0.8 0.829
C 0.042 0.716 -5.833 0.1 -0.1 -0.2 -0.098
H 0.593 -0.134 -5.420 -0.1 0.3 -0.1 0.351
C -0.998 0.486 -6.742 0.2 0.3 0.5 -0.699
H -1.268 -0.539 -6.997 0.1 0.3 0.0 0.429
C -1.688 1.569 -7.293 0.1 0.0 0.3 -0.400
H -2.500 1.388 -7.987 0.1 0.0 0.0 0.400
C -1.371 2.878 -6.921 0.1 0.0 0.4 -0.690
H -1.934 3.719 -7.321 0.1 -0.2 0.0 0.408
C -0.346 3.108 -5.997 0.0 -0.3 -0.2 -0.422
H -0.094 4.132 -5.696 -0.2 -0.3 -0.2 0.372
C 3.308 1.203 -4.954 0.6 0.5 0.0 0.890
C 3.489 0.816 -6.298 0.0 -0.3 0.0 -0.323
H 2.769 1.126 -7.064 0.2 -0.2 0.3 0.370
C 4.567 -0.001 -6.668 -0.5 0.2 0.1 -0.718
H 4.652 -0.352 -7.698 0.0 0.2 0.3 0.405
C 5.489 -0.406 -5.706 0.0 -0.1 0.1 -0.465
H 6.302 -1.080 -5.978 -0.2 0.2 0.0 0.402
C 5.357 0.009 -4.381 -0.4 0.2 0.2 -0.614
H 6.053 -0.336 -3.614 -0.1 0.2 -0.3 0.440
C 4.288 0.830 -4.013 -0.1 -0.2 -0.1 -0.182
H 4.197 1.160 -2.975 0.1 -0.2 -0.3 0.365
H 1.679 2.869 -3.193 0.5 0.4 -0.3 -0.020
H 2.634 5.198 -5.073 0.0 -0.4 -0.2 0.339
F 0.331 -3.520 3.653 -0.2 1.1 0.5 -0.338
C -0.140 -2.221 3.700 0.1 -0.6 -0.5 0.619
C 0.235 -1.396 2.671 -0.5 0.1 0.2 -0.973
C -0.495 -0.203 2.465 -0.2 -0.2 0.9 0.377
C -0.309 0.539 1.262 1.0 0.6 -1.4 1.068
O 0.726 0.268 0.555 -0.9 0.3 1.4 -0.776
C -1.272 1.539 0.918 0.0 -0.4 0.4 -0.528
C -2.159 1.914 1.898 0.1 0.0 1.0 -0.203
N -2.187 1.389 3.166 1.5 -1.3 -2.1 0.140
C -2.958 1.973 4.184 -1.1 0.8 1.1 -0.216
C -3.261 3.437 4.174 0.1 0.5 0.1 -0.671
C -4.345 2.462 3.878 -0.8 -0.4 0.4 -0.636
C -1.466 0.208 3.405 -0.2 0.0 -0.4 0.098
C -1.736 -0.603 4.513 0.5 -0.5 0.2 -0.193
C -1.102 -1.848 4.678 0.2 0.6 -0.5 -0.345
N -1.399 -2.646 5.785 -0.4 0.4 0.0 0.142
C -2.782 -2.759 6.219 0.0 -0.2 -0.1 -0.712
C -2.833 -2.773 7.740 -0.1 0.7 -0.4 -0.661
N -1.945 -3.867 8.187 -0.4 -1.2 0.7 -0.112
C -0.547 -3.846 7.706 0.6 0.5 -0.4 -0.898
C -0.587 -3.768 6.190 -0.1 -0.1 -0.2 -0.714
C -1.324 2.291 -0.401 -0.4 0.8 -0.6 0.242
O -1.957 3.342 -0.432 0.4 -0.9 0.1 -0.681
O -0.709 1.772 -1.434 -0.5 0.4 0.8 -0.642
H 1.013 -1.689 1.960 -0.5 0.0 0.2 0.397
H -2.868 2.720 1.713 0.4 -0.1 -0.1 0.740
H -2.774 1.594 5.181 0.0 -0.1 -0.4 0.686
H -3.315 3.912 5.152 0.2 0.1 -0.3 0.271
H -2.884 4.038 3.351 0.0 0.0 0.3 0.253
H -4.690 2.386 2.847 0.0 -0.1 0.3 0.259
H -5.099 2.291 4.655 0.2 0.1 -0.5 0.290
H -2.456 -0.271 5.252 0.2 -0.2 -0.1 0.186
H -3.221 -3.706 5.834 0.0 0.3 0.1 0.247
H -3.387 -1.939 5.828 0.1 -0.2 0.1 0.435
H -2.442 -1.853 8.179 -0.1 0.0 -0.1 0.364
H -3.843 -2.958 8.119 0.2 -0.1 0.0 0.401
H -1.947 -3.927 9.205 -0.1 -0.1 0.1 0.358
H -2.344 -4.734 7.819 -0.2 -0.2 0.3 0.407
H -0.039 -4.754 8.040 -0.2 0.1 0.1 0.426
H -0.067 -2.973 8.151 0.0 0.0 -0.1 0.364
H -1.027 -4.698 5.788 0.3 0.0 0.1 0.377
H 0.424 -3.661 5.809 0.0 -0.1 0.1 0.487
```
Positions in Å, forces in eV/Å.